Version i
DFT (ωB97M-V with the def2-TZVPD basis set) results for an isolated ion of composition C5H9N2O and charge +1.

As for the HOMO-LUMO gap: 0.3729 hartree. The net charge is +1. For the HOMO energy, the calculation gives -13.93 eV. As for the SMILES: C=C[C@@H]1CC(=[NH2+])NO1.

Last columns: bonded neighbours and bond lengths (Å).
Positions of all 17 atoms, in Å:
1 C 2.1295 0.8160 1.7797  C2 1.281, H9 1.057, H10 1.073
2 C 1.1072 0.6201 1.0333  C1 1.281, C3 1.482, H11 1.137
3 C 0.9663 -0.1002 -0.2547  C2 1.482, C4 1.476, O8 1.528, H12 1.127
4 C -0.1954 0.4811 -0.9550  C3 1.476, C5 1.492, H13 1.111, H14 1.176
5 C -1.2801 -0.5154 -0.7200  C4 1.492, N6 1.316, N7 1.317
6 N -2.5149 -0.3730 -1.1522  C5 1.316, H15 1.050, H16 0.996
7 N -0.8230 -1.5038 0.0198  C5 1.317, O8 1.363, H17 1.027
8 O 0.5331 -1.5069 0.1552  C3 1.528, N7 1.363
9 H 2.1903 1.3825 2.6701  C1 1.057
10 H 3.1148 0.5004 1.4966  C1 1.073
11 H 0.2546 1.1936 1.5212  C2 1.137
12 H 1.8728 -0.3010 -0.8942  C3 1.127
13 H 0.0742 0.7111 -2.0075  C4 1.111
14 H -0.3522 1.5101 -0.4067  C4 1.176
15 H -2.7308 0.4407 -1.7791  N6 1.050
16 H -3.1565 -0.8950 -0.5973  N6 0.996
17 H -1.1898 -2.4604 0.0907  N7 1.027

=====

Version ii
DFT (ωB97M-V with the def2-TZVPD basis set) results for an isolated ion of composition C5H9N2O and charge +1.

As for the HOMO-LUMO gap (alpha / beta): 0.2824 / 0.2824 hartree. The net charge is +1. For the HOMO energy (alpha / beta), the calculation gives -13.45 / -13.45 eV. As for the SMILES: NCCCc1[nH+]c1=O.

Last columns: bonded neighbours and bond lengths (Å).
Positions of all 17 atoms, in Å:
1 N 1.0656 0.2784 1.1082  C2 1.408, H9 1.018, H10 0.940
2 C 0.2254 -0.8400 0.9469  N1 1.408, C3 1.524, H11 1.141, H12 1.165
3 C -1.0206 -0.4720 0.1511  C2 1.524, C4 1.660, H13 1.079, H14 1.213
4 C -0.7244 0.4015 -1.2291  C3 1.660, C5 1.404, H15 1.159, H16 1.100
5 C -0.1962 1.6860 -1.0258  C4 1.404, N6 1.338, C7 1.418
6 N 0.7279 2.5302 -1.4998  C5 1.338, C7 1.469, H17 0.925
7 C 0.1287 2.7775 -0.1811  C5 1.418, N6 1.469, O8 1.164
8 O 0.1454 3.4467 0.7711  C7 1.164
9 H 0.8389 1.0197 1.7675  N1 1.018
10 H 1.9984 0.1833 1.0438  N1 0.940
11 H 0.0384 -1.1595 2.0259  C2 1.141
12 H 0.8262 -1.7064 0.4515  C2 1.165
13 H -1.8865 0.0393 0.5428  C3 1.079
14 H -1.4640 -1.4948 -0.3272  C3 1.213
15 H 0.0252 -0.0915 -1.9624  C4 1.159
16 H -1.7172 0.3790 -1.7013  C4 1.100
17 H 1.4648 2.5635 -2.0584  N6 0.925

=====

Least stable: version ii